Formula: C5H9N2S
Source: the Open Molecules 2025 dataset
Level of theory: ωB97M-V/def2-TZVPD

Its net charge is +1. For the total energy, the calculation gives -19132.295 eV. For the relative energy (zero: lowest compared OMol25 entry of this formula, charge and spin), the calculation gives 3.864 eV. As for the HOMO energy (spin up / spin down): -10.321 / -14.808 eV. As for the orbital gap (spin up / spin down): 6.42 / 6.99 eV. Its largest force on an atom is 5.02 eV/A. Its multiplicity is 3. As for the expectation value of S²: 2.02.

Each atom is followed by the atoms it is bonded to, with distances in Å.
Element x y z (Å)
1 C -1.65926 0.75795 -0.36552  C3 1.459, N6 1.336, S8 1.937, H9 1.182
2 C -1.22417 -1.38801 -0.21544  N6 1.336, N7 1.351, H10 1.087
3 C -1.02252 0.33565 -1.60867  C1 1.459, N7 1.399, S8 1.919, H11 1.076
4 C 1.45438 -0.28060 1.39540  C5 1.605, H12 1.151, H13 1.050, H16 1.204
5 C 1.51118 1.05464 0.50696  C4 1.605, S8 1.973, H14 1.179, H15 1.104
6 N -1.87119 -0.35801 0.33744  C1 1.336, C2 1.336
7 N -0.75436 -1.02589 -1.42971  C2 1.351, C3 1.399, H17 1.025
8 S 0.04129 1.63195 -0.67630  C1 1.937, C3 1.919, C5 1.973
9 H -2.47102 1.61075 -0.46584  C1 1.182
10 H -1.36149 -2.37885 0.20940  C2 1.087
11 H -1.32649 0.63842 -2.59560  C3 1.076
12 H 2.23680 -0.09629 2.21981  C4 1.151
13 H 1.89732 -1.09806 0.90674  C4 1.050
14 H 2.68234 1.00843 0.38374  C5 1.179
15 H 1.53697 1.84175 1.28087  C5 1.104
16 H 0.57190 -0.58304 2.15614  C4 1.204
17 H -0.24167 -1.67078 -2.03942  N7 1.025

Mulliken atomic charge list, values in e, 6 entries:
1 C 0.023
2 C -0.398
3 C -0.139
4 C -1.054
5 C -0.418
6 N -0.320